DFT (ωB97M-V/def2-TZVPD) results for the molecule C4H12NOPS.

Each line ends with the natural charge from an NBO analysis.
Positions of all 20 atoms, in Å:
C (2.320, -0.852, 0.787)  -0.617
C (1.663, 0.473, 0.889)  -0.687
P (0.144, 0.616, -0.320)  1.728
S (0.570, 0.641, -2.220)  -0.613
N (-0.907, -0.741, 0.018)  -0.975
C (-0.939, -1.874, -0.817)  -0.416
O (-0.583, 1.835, 0.350)  -0.829
C (-1.763, 2.464, -0.060)  -0.250
H (1.663, -1.687, 0.641)  0.207
H (2.954, -0.847, -0.080)  0.217
H (2.934, -0.977, 1.558)  0.210
H (2.393, 1.292, 0.648)  0.243
H (1.168, 0.593, 1.873)  0.219
H (-1.185, -0.983, 0.963)  0.394
H (-1.923, -2.297, -0.979)  0.190
H (-0.473, -1.633, -1.747)  0.231
H (-0.275, -2.547, -0.429)  0.170
H (-2.647, 2.406, 0.586)  0.193
H (-2.129, 2.096, -1.130)  0.193
H (-1.477, 3.461, -0.224)  0.192

As for the HOMO-LUMO gap: 0.3497 Ha. The LUMO energy comes out at 0.81 eV. The energy above the lowest of the compared OMol25 structures with the same formula, charge and spin comes out at 0.205 eV. The SMILES is CC[P@@](=S)(NC)OC.

---

DFT (ωB97M-V/def2-TZVPD) results for a cluster of 2 separate species, C4H12NOS in total.

Each line ends with the natural charge from an NBO analysis.
Positions of all 19 atoms, in Å:
C (2.393, -0.271, 0.148)  -0.416
N (1.149, -0.908, -0.228)  -0.629
C (0.014, 0.052, -0.305)  -0.106
C (-1.252, -0.732, -0.615)  -0.516
S (-2.840, 0.095, -0.066)  -0.721
C (0.232, 1.060, -1.363)  -0.626
H (2.903, 0.284, -0.712)  0.155
H (2.180, 0.370, 1.061)  0.202
H (3.129, -1.191, 0.342)  0.177
H (1.302, -1.307, -1.168)  0.337
H (-0.144, 0.608, 0.624)  0.204
H (-1.389, -1.031, -1.677)  0.177
H (-1.209, -1.769, -0.133)  0.190
H (1.134, 1.613, -1.101)  0.184
H (-0.650, 1.754, -1.374)  0.243
H (0.346, 0.583, -2.370)  0.182
H (-2.353, 0.404, 2.262)  0.493
H (-2.408, -0.222, 3.507)  0.441
O (-2.538, 0.610, 3.167)  -0.971

As for the HOMO-LUMO gap: 0.2315 Ha. The LUMO energy comes out at 3.63 eV. Its total charge is -1. The energy above the lowest of the compared OMol25 structures with the same formula, charge and spin comes out at 1.038 eV.

---

DFT (ωB97M-V/def2-TZVPD) results for a cluster of 3 separate species, C4H12NOS in total.

Each line ends with the natural charge from an NBO analysis.
Positions of all 19 atoms, in Å:
C (-0.856, 0.660, -0.407)  -0.425
C (-2.267, 0.391, -0.813)  -0.484
S (-4.484, 2.161, -1.774)  -0.439
C (-0.123, -0.657, 0.023)  -0.217
N (0.976, -0.376, 0.914)  -0.684
C (1.986, 0.391, 0.250)  -0.429
H (-0.276, 1.075, -1.238)  0.194
H (-0.777, 1.433, 0.356)  0.213
H (-2.316, -0.225, -1.718)  0.207
H (-2.869, 1.283, -1.136)  0.176
H (-0.755, -1.266, 0.677)  0.180
H (0.054, -1.234, -0.890)  0.138
H (-2.845, -0.060, -0.012)  0.211
H (1.636, 1.311, -0.278)  0.141
H (2.395, -0.163, -0.645)  0.128
H (2.762, 0.651, 0.961)  0.199
H (2.946, -2.544, 1.797)  0.444
H (1.950, -1.193, 1.808)  0.498
O (2.862, -1.637, 2.125)  -1.049

As for the HOMO-LUMO gap: 0.1196 Ha. The LUMO energy comes out at 0.40 eV. Its total charge is -1. The energy above the lowest of the compared OMol25 structures with the same formula, charge and spin comes out at 5.175 eV.

---

DFT (ωB97M-V/def2-TZVPD) results for a cluster of 2 separate species, C4H12NOS in total.

Each line ends with the natural charge from an NBO analysis.
Positions of all 19 atoms, in Å:
C (-2.043, 0.350, -0.850)  -0.086
O (-2.788, -0.573, -0.022)  -0.756
C (-1.701, -0.276, -2.201)  -0.644
H (-2.697, 1.250, -0.925)  0.146
H (-1.164, 0.745, -0.340)  0.223
H (-2.145, -1.156, 0.417)  0.471
H (-2.585, -0.610, -2.741)  0.187
H (-1.067, 0.426, -2.776)  0.223
H (-1.013, -1.158, -2.071)  0.215
C (1.657, 0.282, 1.832)  -0.231
C (2.474, 0.402, 0.548)  -0.552
S (1.394, 0.736, -0.866)  -0.662
N (0.482, -0.586, 1.631)  -0.909
H (1.273, 1.275, 2.188)  0.167
H (2.356, -0.040, 2.652)  0.154
H (3.206, -0.443, 0.462)  0.167
H (3.082, 1.331, 0.690)  0.184
H (0.814, -1.551, 1.780)  0.323
H (0.463, -0.404, 0.592)  0.378

As for the HOMO-LUMO gap: 0.2536 Ha. The LUMO energy comes out at 4.02 eV. Its total charge is -1. The energy above the lowest of the compared OMol25 structures with the same formula, charge and spin comes out at 1.005 eV.

---

Which formula does entry 1 have? C4H12NOPS